# CH26O12

A cluster of 12 separate species, CH26O12 in total in a non-equilibrium geometry (ωB97M-V with the def2-TZVPD basis set, OMol25).

Properties
- Strongest force on any atom: 9.0 eV/A
- Frontier orbital gap: 7.63 eV

```
39
Properties=species:S:1:pos:R:3:forces:R:3
O 1.4054 0.5117 2.5258 1.49 1.41 6.39
H 0.6644 1.0277 2.7308 -3.32 1.88 0.68
H 2.0874 1.1087 2.3918 2.92 1.69 -0.81
H 1.2754 -0.0073 1.8358 -0.82 -5.41 -7.17
C 0.2974 0.0477 -0.3512 -1.85 -1.14 -1.59
O 1.3294 -0.6903 0.0168 2.60 -0.46 2.34
H 0.6064 0.5317 -1.3142 -0.32 2.59 1.14
H -0.2716 0.4107 0.6018 0.16 0.66 -2.43
H -0.3096 -0.6203 -1.0032 -1.71 -0.03 1.08
O -1.0946 -2.6993 -3.3492 -0.62 0.12 -1.37
H -0.2536 -2.2343 -3.0842 -1.03 -0.39 -1.41
H -1.3296 -2.6223 -4.3382 1.27 0.15 2.58
O -2.8766 1.0477 1.5208 2.87 -1.68 0.18
H -3.6206 1.5587 1.5908 -2.90 2.39 0.31
H -3.2536 0.1997 1.3018 0.05 -0.73 -0.56
O -0.4646 2.5017 2.6148 0.82 0.66 0.04
H -0.2616 3.3917 2.2538 -0.32 -0.91 0.29
H -1.3246 2.2407 2.2768 -0.39 -0.15 -0.33
O -0.9546 -0.9673 2.9388 -0.06 0.69 -1.35
H -0.9326 -0.9403 3.8788 -0.39 0.20 1.17
H -1.6656 -0.3923 2.5888 0.39 -0.41 0.65
O -0.2236 -2.6913 0.9898 -0.53 -1.88 -2.03
H -0.2946 -2.4013 1.8638 -0.07 0.90 1.74
H 0.2784 -2.0553 0.4738 0.48 0.35 0.21
O -3.5096 -0.0353 -1.7392 1.36 0.14 -0.49
H -3.6736 0.3967 -2.6032 0.28 -0.46 0.76
H -2.5376 -0.2723 -1.7402 -1.63 0.24 -0.18
O 3.5554 0.6977 -0.4452 4.72 1.34 0.11
H 3.6184 1.6477 -0.4332 0.18 0.47 -0.18
H 2.6834 0.4927 -0.4322 -4.60 -1.76 0.20
O 1.1334 -1.1653 -3.1162 -0.16 3.62 -0.31
H 1.0274 -0.1553 -3.2782 0.12 -2.48 -0.78
H 1.2194 -1.0013 -2.1772 0.76 -1.28 1.21
O -0.1626 3.9667 -2.1222 -2.74 -2.78 -1.15
H 0.4114 4.6027 -1.8592 2.70 3.14 1.14
H 0.2314 3.1427 -1.8412 0.04 -0.41 0.04
O 2.7854 -2.9433 0.1438 -2.10 1.97 0.76
H 2.1654 -3.6363 0.4908 0.65 1.25 -0.50
H 2.2384 -1.9963 0.1978 1.67 -3.50 -0.38
```
Positions in Å, forces in eV/Å.

***

# C4H11NO2

The molecule C4H11NO2 in a non-equilibrium geometry (ωB97M-V with the def2-TZVPD basis set, OMol25).

Properties
- Strongest force on any atom: 2.0 eV/A
- Frontier orbital gap: 10.15 eV

```
18
Properties=species:S:1:pos:R:3:forces:R:3
C 0.6208 0.1062 1.3840 0.01 -0.98 -0.35
C 0.0149 0.5215 0.0319 0.17 0.49 -0.28
C 1.0294 1.3040 -0.8194 -0.48 -0.98 -0.29
O 1.4620 2.4810 -0.2001 0.23 0.45 -0.08
N -0.5511 -0.5098 -0.8340 -0.13 -0.23 0.09
C -1.6295 -1.2573 -0.2881 1.41 -1.17 0.71
O -1.0625 -2.3804 0.4965 -0.56 0.29 -0.05
H 1.6425 0.4581 1.5152 -0.04 0.35 0.16
H 0.6941 -0.9808 1.4378 -0.08 -0.01 -0.03
H -0.0191 0.4058 2.2058 0.15 0.21 0.23
H -0.8221 1.1902 0.2549 0.10 0.15 -0.18
H 1.8334 0.6183 -1.1260 0.34 0.10 0.46
H 0.5713 1.5237 -1.7840 -0.24 0.54 0.19
H 2.1378 2.3078 0.4632 -0.12 -0.18 -0.12
H 0.1389 -1.1572 -1.2098 -0.01 0.23 0.08
H -2.2027 -1.7558 -1.0642 -0.46 0.47 -0.14
H -2.1651 -0.6255 0.4136 -0.57 0.11 -0.31
H -1.8009 -2.9323 0.7983 0.27 0.15 -0.10
```
Positions in Å, forces in eV/Å.

***

# C32H32FN5O4PtS2

A structure of composition C32H32FN5O4PtS2 (ωB97M-V with the def2-TZVPD basis set, OMol25).

Properties
- Strongest force on any atom: 0.4 eV/A
- Frontier orbital gap: 4.19 eV

```
77
Properties=species:S:1:pos:R:3:forces:R:3
Pt 0.3840 3.0086 0.6696 0.19 -0.04 -0.05
C -3.4716 5.4174 0.9766 0.00 -0.01 -0.04
C -2.1353 5.1847 0.3331 0.18 -0.05 -0.07
N -1.8195 4.1811 -0.3845 -0.38 0.13 -0.05
N -2.7776 3.2000 -0.5797 0.08 -0.14 0.00
C -2.6445 2.1783 0.1732 0.07 0.03 -0.11
S -1.5057 1.9704 1.4811 -0.12 -0.02 0.07
S -3.7328 0.7808 -0.1132 0.03 -0.02 -0.01
C -3.8994 0.8698 -1.9249 -0.08 0.03 0.02
C -2.7423 0.2253 -2.6331 0.00 -0.05 0.03
C -1.5884 0.9490 -2.9179 0.05 -0.01 -0.02
C -0.5021 0.3304 -3.5248 -0.02 0.05 0.04
C -0.5539 -1.0150 -3.8552 -0.03 -0.03 -0.01
C -1.7049 -1.7450 -3.5772 0.04 0.00 -0.02
C -2.7868 -1.1273 -2.9713 -0.02 0.03 0.03
C -1.0493 6.1635 0.5993 0.00 0.03 0.06
C -1.1693 7.4813 0.1730 0.00 0.03 -0.03
C -0.1806 8.4192 0.4253 0.06 -0.05 0.05
C 0.9496 8.0248 1.1359 -0.07 0.02 -0.04
C 1.0779 6.7226 1.5817 0.02 -0.01 0.02
C 0.0849 5.7642 1.3395 -0.01 -0.09 -0.02
O 0.2145 4.5542 1.8931 0.04 0.17 0.15
H -4.1490 4.5857 0.8009 -0.01 0.01 0.01
H -3.9157 6.3319 0.5751 0.02 0.02 0.02
H -3.3401 5.5668 2.0489 0.03 -0.02 0.01
H -3.9980 1.9235 -2.1781 -0.01 -0.02 -0.03
H -4.8327 0.3577 -2.1606 -0.01 0.01 -0.01
H -1.5299 1.9930 -2.6371 -0.01 0.02 0.00
H 0.3911 0.9083 -3.7241 0.01 0.00 -0.01
H 0.2923 -1.4903 -4.3360 0.01 -0.01 0.00
H -1.7621 -2.7942 -3.8446 0.00 0.00 -0.01
H -3.6833 -1.6974 -2.7504 0.01 0.00 0.00
H -2.0544 7.7719 -0.3838 0.00 0.00 0.00
H -0.2864 9.4365 0.0715 0.00 0.00 0.00
H 1.7391 8.7390 1.3381 0.00 0.00 0.00
H 1.9528 6.3952 2.1284 0.01 0.02 0.00
C 4.5569 -2.1279 2.5300 0.00 0.00 -0.02
C 4.6139 -1.9054 1.0257 -0.01 0.00 0.00
N 3.5231 -1.0589 0.5438 0.02 -0.03 0.03
C 3.7392 0.2805 0.4415 -0.01 0.05 -0.03
C 2.8027 1.2024 0.1065 -0.03 0.00 0.04
C 3.2361 2.6780 0.0613 0.02 -0.07 -0.07
O 4.4440 2.8727 -0.0167 0.00 0.01 0.02
O 2.3224 3.5636 0.1013 -0.03 0.09 0.05
C 1.5018 0.7344 -0.2372 -0.03 0.00 -0.09
O 0.5710 1.4485 -0.6793 -0.04 -0.06 0.03
C 1.2476 -0.6974 -0.0972 -0.03 0.04 0.01
C -0.0617 -1.1501 -0.3031 0.07 0.02 0.00
C -0.3287 -2.4684 -0.1038 0.00 -0.06 0.04
F -1.5972 -2.9345 -0.2400 0.04 -0.07 -0.02
C 0.6660 -3.3750 0.2871 -0.04 -0.03 0.00
C 1.9496 -2.9289 0.5057 0.03 0.03 -0.11
C 2.2598 -1.5692 0.3198 0.03 -0.05 0.01
N 0.3576 -4.7629 0.5341 -0.10 0.08 0.05
C -0.4981 -4.9095 1.7078 -0.03 -0.02 -0.09
C -0.6310 -6.3722 2.0698 0.02 0.02 0.03
N -1.1768 -7.1175 0.8795 0.03 -0.02 0.00
C -0.2939 -6.9350 -0.3286 -0.04 -0.01 -0.04
C -0.1912 -5.4557 -0.6266 0.14 0.05 0.08
H 5.3852 -2.7609 2.8493 0.00 0.00 0.00
H 3.6224 -2.6057 2.8260 0.00 0.00 0.00
H 4.6290 -1.1762 3.0561 0.00 0.00 0.00
H 4.5933 -2.8488 0.4798 0.01 0.00 -0.01
H 5.5419 -1.4070 0.7513 0.00 0.00 0.00
H 4.7471 0.6277 0.6355 0.00 -0.02 0.00
H -0.8361 -0.4431 -0.5781 -0.01 0.00 0.02
H 2.6879 -3.6519 0.8196 0.00 0.01 0.02
H -1.4952 -4.4695 1.5531 0.00 -0.02 0.02
H -0.0387 -4.3886 2.5468 -0.01 0.01 0.01
H -1.3141 -6.5269 2.9027 0.00 -0.01 0.00
H 0.3375 -6.8172 2.2922 0.00 0.00 0.00
H -2.1100 -6.7581 0.6630 0.00 0.01 0.00
H -1.2765 -8.1078 1.0991 -0.03 0.00 -0.01
H -0.7432 -7.4848 -1.1535 0.01 -0.01 0.01
H 0.6724 -7.3664 -0.0731 0.00 0.02 0.01
H -1.1741 -5.0718 -0.9301 -0.05 0.03 -0.01
H 0.4872 -5.3206 -1.4686 -0.02 0.00 -0.01
```
Positions in Å, forces in eV/Å.

***

# C20H45IrN2P3S2

A structure of composition C20H45IrN2P3S2 in a non-equilibrium geometry (ωB97M-V with the def2-TZVPD basis set, OMol25).

Properties
- Strongest force on any atom: 1.9 eV/A
- 2S+1: 5
- Frontier orbital gap (spin up / spin down): 5.97 / 4.23 eV
- Charge: +3
- <S²>: 6.032

```
73
Properties=species:S:1:pos:R:3:forces:R:3
Ir 0.0531 0.0374 0.2251 0.13 -0.80 0.18
P 0.0262 -1.9075 1.3886 0.67 -1.11 0.74
P 0.2811 -1.2396 -1.8066 -0.25 -0.45 -0.96
P -0.7856 1.2730 2.0515 -0.43 0.80 0.80
H -4.2623 3.8005 -4.1056 0.44 0.25 0.71
C -3.8899 4.4205 -3.2663 -0.19 0.47 -0.21
C -2.6327 4.8913 -3.2650 -1.18 -0.10 -0.76
H -2.0044 4.5971 -4.1043 0.03 0.37 0.17
C -1.6338 -2.6485 1.3228 -0.15 -0.14 0.16
C 1.1775 -3.2299 0.8654 -0.19 -0.11 0.22
C 0.4643 -1.8243 3.1601 -0.03 -0.46 0.17
C 0.2363 -0.3656 -3.4129 -0.28 0.34 0.43
C 1.9219 -2.0226 -1.9956 0.43 -0.26 0.32
C -0.9589 -2.5682 -2.0040 0.05 -0.01 0.01
C -1.4007 2.9611 1.6911 -0.03 -0.03 0.23
C 0.5270 1.5307 3.3178 -0.05 0.07 0.10
C -2.2232 0.4947 2.8774 -0.02 0.13 -0.01
H -4.6806 4.6977 -2.5554 0.58 0.10 -0.19
H -2.2596 5.6831 -2.6311 -0.02 -0.22 0.37
H -1.6022 -3.6345 1.7973 -0.02 0.07 0.01
H -1.9940 -2.7782 0.2983 0.17 0.08 0.27
H -2.3587 -2.0299 1.8602 0.18 -0.12 -0.06
H 1.0858 -4.0376 1.5988 0.04 -0.04 -0.19
H 2.2142 -2.8661 0.8729 -0.50 -0.21 0.09
H 0.9378 -3.6208 -0.1264 0.06 0.01 0.26
H 0.5341 -2.8712 3.4944 0.01 0.35 0.14
H -0.3018 -1.3241 3.7651 0.34 -0.18 -0.19
H 1.4425 -1.3341 3.3131 -0.55 -0.33 -0.16
H 0.4986 -1.0595 -4.2262 0.00 0.13 0.36
H 0.9511 0.4707 -3.3758 -0.20 -0.25 -0.15
H -0.7714 0.0366 -3.5751 0.34 -0.20 -0.07
H 1.8197 -2.9870 -2.5171 0.04 0.30 0.09
H 2.4108 -2.1870 -1.0325 -0.31 -0.14 -0.42
H 2.5540 -1.3546 -2.5881 -0.14 -0.06 -0.01
H -0.9466 -2.8618 -3.0642 -0.01 -0.01 0.33
H -1.9640 -2.2013 -1.7492 0.34 -0.09 -0.17
H -0.7153 -3.4432 -1.3822 -0.15 0.31 -0.33
H -1.8376 3.3879 2.6071 0.20 -0.16 -0.20
H -2.1733 2.9493 0.9175 0.12 -0.05 0.21
H -0.5940 3.6065 1.3388 -0.01 -0.06 0.13
H 0.1672 2.1817 4.1284 -0.02 -0.16 -0.27
H 1.3958 2.0083 2.8423 -0.40 0.02 0.05
H 0.8472 0.5783 3.7552 -0.19 0.32 -0.14
H -2.7673 1.2719 3.4314 0.16 -0.20 -0.09
H -1.9406 -0.2987 3.5759 -0.10 0.22 -0.19
H -2.8988 0.0828 2.1180 0.09 0.13 0.17
C -1.5606 2.1638 -1.9369 0.05 0.44 0.34
C -2.8143 1.6935 -1.4437 0.31 -1.09 -0.67
C -3.7167 1.1336 -2.3528 0.51 0.70 0.86
C -3.5003 1.2911 -3.7303 0.31 0.03 -0.67
C -2.3578 1.9439 -4.2122 -0.15 -0.12 0.09
C -1.3957 2.4061 -3.3220 -0.48 0.00 -0.07
S -0.0955 2.2640 -1.0344 -0.20 1.20 -1.03
H -0.9650 0.1144 -1.1509 -0.27 -0.03 -0.42
H -2.9852 1.6671 -0.3676 -0.06 -0.22 -0.36
H -4.5905 0.6042 -1.9869 -0.06 0.29 -0.09
H -4.2789 0.9632 -4.4303 0.44 0.02 0.27
H -2.2211 2.1613 -5.2690 -0.18 -0.20 0.13
H -0.5158 2.9513 -3.6455 0.01 -0.27 -0.10
C 4.0168 -1.0761 3.7379 0.46 -0.03 0.53
N 3.6093 -0.1235 2.7007 -0.84 -0.37 -1.18
C 3.3560 -0.4453 1.4169 1.55 -0.74 0.46
S 2.3377 0.5947 0.4531 0.21 0.53 -0.33
N 3.9848 -1.4985 0.8138 -0.63 1.73 0.28
C 5.3044 -2.0125 1.2124 0.72 0.22 0.12
H 3.7341 -2.0891 3.4562 -0.13 0.08 -0.01
H 3.5136 -0.8276 4.6806 0.16 0.07 -0.30
H 5.1026 -1.0575 3.8955 -0.32 0.14 0.13
H 3.2509 0.7783 2.9936 0.06 -0.22 0.06
H 3.8768 -1.4521 -0.2019 -0.03 -0.22 0.50
H 5.4560 -2.9574 0.7045 0.01 -0.14 0.06
H 6.0960 -1.3162 0.8972 -0.28 -0.13 -0.01
H 5.4095 -2.1397 2.2907 -0.15 -0.20 -0.53
```
Positions in Å, forces in eV/Å.